56
Properties=species:S:1:pos:R:3:nbo_charge:R:1 method="wB97M-V/def2-TZVPD" relative_energy_kcal_mol=60.4 orbital_gap_ev=8.82 mol_weight_da=401.463 smiles="CCOC(=O)C1=C(CN2CCCCCC2)NC(=O)N[C@H]1c1ccc2c(c1)OCO2"
O -3.09 2.91 -0.55 -0.4894
O -1.71 -2.82 -0.01 -0.5209
O -0.14 1.08 4.43 -0.6290
O -5.15 2.02 -1.08 -0.4778
O 0.40 -2.50 -0.75 -0.6358
N -1.33 -0.44 3.25 -0.6176
N 2.70 0.64 0.80 -0.4931
N 0.73 0.27 2.50 -0.6565
C 0.72 -0.60 1.45 0.3837
C 3.47 1.14 -2.10 -0.4063
C 2.89 2.23 -1.19 -0.4177
C -0.39 -1.33 1.18 -0.2905
C -1.97 -3.66 -1.14 -0.0722
C 4.82 -0.15 -0.35 -0.4204
C -4.31 3.15 -1.21 0.2366
C -0.26 0.36 3.46 0.7871
C -0.48 -2.25 0.05 0.7863
C 4.14 0.56 0.84 -0.2081
C -3.89 -0.84 0.86 -0.2045
C -2.44 -2.84 -2.33 -0.6341
C 2.09 1.70 0.01 -0.2124
C -1.65 -1.11 2.00 -0.0537
C 2.02 -0.64 0.68 -0.2872
C -2.28 0.97 0.75 -0.2888
C -4.81 -0.13 0.10 -0.2624
C -3.20 1.66 0.00 0.3032
C -2.65 -0.31 1.18 -0.0304
C 4.85 0.67 -1.63 -0.3909
C -4.45 1.12 -0.32 0.2244
H 1.58 0.80 2.63 0.4434
H 2.64 -1.41 1.14 0.2263
H 4.53 1.58 0.93 0.1979
H 5.30 0.06 -2.42 0.2082
H -3.30 -2.23 -2.05 0.2135
H 4.41 0.02 1.75 0.1965
H -4.12 3.34 -2.28 0.1573
H -5.77 -0.55 -0.15 0.2281
H -1.32 1.40 0.99 0.2279
H -2.09 -2.09 2.24 0.2205
H -2.09 -0.34 3.90 0.4129
H 1.12 1.34 -0.34 0.1958
H 3.57 1.54 -3.11 0.2106
H 3.70 2.87 -0.85 0.1954
H -1.06 -4.21 -1.39 0.2026
H 1.81 -0.95 -0.35 0.2392
H -1.64 -2.18 -2.66 0.2202
H -2.74 -4.35 -0.80 0.1859
H -4.14 -1.83 1.20 0.2148
H 2.20 2.85 -1.77 0.2168
H 1.90 2.56 0.68 0.1921
H 4.30 -1.09 -0.54 0.1995
H 5.84 -0.39 -0.06 0.2099
H 2.79 0.29 -2.15 0.2000
H -4.81 4.03 -0.78 0.1578
H -2.71 -3.50 -3.14 0.2144
H 5.49 1.55 -1.49 0.1909

59
Properties=species:S:1:pos:R:3:nbo_charge:R:1 method="wB97M-V/def2-TZVPD" total_charge=-1 relative_energy_kcal_mol=49.3 orbital_gap_ev=5.25 mol_weight_da=890.067
Sb -1.97 1.90 -3.37 0.7775
Y -0.24 0.62 -0.85 1.1067
Se -3.77 3.07 -4.46 -0.8081
Se 1.56 1.91 -2.69 -0.5795
Se 0.02 3.61 -3.26 -0.3432
Se -2.79 1.81 -0.89 -0.8679
Si 0.42 -1.91 -2.37 0.7467
N 0.19 2.82 0.58 -0.5130
N -1.68 -1.20 0.25 -0.4956
N 2.02 0.06 0.32 -0.5050
N -0.21 0.51 1.91 -0.4431
C 1.14 0.72 2.45 -0.2726
C -1.10 1.62 2.25 -0.2708
C 3.24 -0.67 2.23 -0.2821
C -0.47 5.29 1.64 -0.1431
C -0.88 -2.52 -3.64 -1.0788
C 4.08 -1.12 0.04 -0.2508
C 2.97 -0.46 -0.47 0.0919
C -3.95 -2.39 1.29 -0.1439
C -0.61 2.91 1.65 0.2416
C 0.66 -3.47 -1.27 -1.0879
C -0.96 4.13 2.21 -0.2612
C -1.85 -1.29 1.57 0.2189
C 2.17 -0.02 1.64 0.3000
C -3.77 -2.29 -0.08 -0.2510
C -2.97 -1.88 2.13 -0.2569
C 0.38 5.20 0.56 -0.2589
C -0.72 -0.77 2.40 -0.2469
C 4.21 -1.24 1.41 -0.1523
C 0.69 3.94 0.06 0.0988
C -2.62 -1.69 -0.55 0.1209
C 1.99 -1.98 -3.48 -1.0847
H -1.19 1.73 3.34 0.1794
H 4.81 -1.54 -0.64 0.2273
H -4.51 -2.66 -0.78 0.2288
H -2.44 -1.56 -1.61 0.2418
H -1.13 -1.73 -4.36 0.2357
H -1.03 -0.68 3.46 0.1836
H 1.35 3.81 -0.78 0.2505
H 2.01 -1.14 -4.18 0.2408
H 1.99 -2.91 -4.06 0.2064
H -1.62 4.15 3.08 0.2129
H 3.32 -0.72 3.30 0.2135
H 0.10 -1.49 2.36 0.2269
H 1.48 -3.33 -0.56 0.2045
H 0.79 6.08 0.08 0.2243
H -1.82 -2.84 -3.18 0.2003
H -2.09 1.40 1.84 0.2709
H 1.38 1.78 2.40 0.2443
H 2.93 -1.96 -2.92 0.1946
H 5.05 -1.76 1.84 0.2150
H 1.19 0.42 3.51 0.1834
H -0.24 -3.67 -0.67 0.2078
H -4.84 -2.84 1.70 0.2146
H -0.49 -3.37 -4.21 0.2054
H 2.81 -0.35 -1.53 0.2503
H -3.08 -1.92 3.20 0.2131
H -0.75 6.26 2.05 0.2121
H 0.88 -4.36 -1.87 0.2058

56
Properties=species:S:1:pos:R:3:nbo_charge:R:1 method="wB97M-V/def2-TZVPD" relative_energy_kcal_mol=0.0 orbital_gap_ev=8.95 mol_weight_da=397.479 smiles="COc1nc(OC)nc(N2CCC(C(=O)Nc3cccc4c3CCCC4)CC2)n1"
O 1.33 0.76 -2.42 -0.4819
O -1.07 0.15 2.92 -0.6263
O 2.55 2.15 1.70 -0.4649
N -0.27 1.45 -1.01 -0.6193
N 0.36 2.31 1.10 -0.6333
N 2.00 1.49 -0.37 -0.6108
N -1.83 2.29 0.44 -0.4079
N -1.13 -0.78 0.84 -0.6467
C 2.12 2.59 2.98 -0.2590
C -3.23 1.77 2.39 -0.4107
C -2.25 2.76 1.74 -0.2298
C 0.00 -2.43 -2.99 -0.3882
C 0.49 -1.86 -0.57 -0.0714
C 1.60 1.98 0.80 0.7521
C 1.03 1.25 -1.23 0.7396
C -3.10 0.41 1.69 -0.3123
C 2.73 -2.22 0.24 -0.2311
C 1.15 -1.10 1.64 -0.2785
C 0.18 -1.24 0.65 0.2313
C -1.65 -0.07 1.88 0.7024
C 2.14 -3.13 -2.00 -0.4223
C 2.71 0.56 -2.66 -0.2598
C 1.77 -2.38 -0.75 0.0023
C -2.90 1.81 -0.40 -0.2338
C 2.43 -1.57 1.42 -0.1737
C -0.55 2.00 0.18 0.6382
C 0.92 -3.61 -2.78 -0.3919
C -0.56 -1.95 -1.65 -0.4476
C -3.60 0.60 0.25 -0.4155
H 0.40 -4.39 -2.21 0.1962
H 2.74 -2.48 -2.65 0.2073
H 1.23 -4.04 -3.73 0.2087
H -4.25 2.12 2.31 0.2014
H -0.83 -2.69 -3.65 0.2081
H -2.98 1.66 3.45 0.2421
H 3.14 -0.09 -1.90 0.2057
H 2.78 0.10 -3.65 0.1882
H 0.55 -1.61 -3.46 0.2062
H -3.47 -0.31 -0.35 0.1991
H -4.67 0.78 0.29 0.2204
H 0.89 -0.62 2.57 0.2529
H -1.35 -2.63 -1.33 0.2042
H 1.33 1.93 3.36 0.2060
H 3.72 -2.61 0.07 0.2071
H -2.71 3.75 1.63 0.1936
H -3.73 -0.32 2.20 0.2418
H 2.78 -3.98 -1.72 0.2166
H -1.71 -0.87 0.03 0.4145
H 1.73 3.61 2.92 0.1882
H -2.46 1.55 -1.37 0.2556
H 3.00 2.55 3.62 0.1934
H 3.19 -1.44 2.17 0.2126
H -3.61 2.63 -0.54 0.1976
H -0.99 -0.95 -1.81 0.2296
H -1.34 2.86 2.34 0.2587
H 3.24 1.51 -2.65 0.1949

61
Properties=species:S:1:pos:R:3:nbo_charge:R:1 method="wB97M-V/def2-TZVPD" orbital_gap_ev=9.19 mol_weight_da=489.558 smiles="N#CCC(=O)N1CCC(c2nc(-c3cccs3)no2)CC1.CNC(=O)[C@H](CC(N)=O)NC(C)=O"
S 8.36 -1.23 -1.12 0.4507
O -6.08 0.43 -0.78 -0.6159
O -3.60 4.91 1.20 -0.6224
O -0.79 -1.62 -3.05 -0.6055
O 4.62 -0.79 2.03 -0.2974
O -1.92 -0.59 1.14 -0.6645
N -1.97 1.11 2.52 -0.7927
N 6.02 -0.86 2.16 -0.1430
N 5.45 -1.04 -0.01 -0.5076
N 0.61 -1.77 -1.28 -0.4471
N -3.60 2.88 0.35 -0.6330
N -5.85 2.58 -1.37 -0.6087
N -3.79 -3.38 -2.74 -0.3055
C -4.08 1.53 0.01 -0.1252
C 2.97 -0.91 0.15 -0.2903
C -7.09 2.68 -2.15 -0.4136
C -0.58 -2.10 -1.94 0.7009
C 6.45 -1.00 0.93 0.2928
C 4.36 -0.91 0.70 0.5661
C 1.48 -0.73 -1.87 -0.2110
C 10.04 -1.33 -0.63 -0.3859
C -5.44 3.60 1.88 -0.7192
C -4.16 3.83 1.11 0.6629
C -1.61 -3.04 -1.31 -0.6188
C -2.82 -3.22 -2.11 0.3031
C -3.98 0.59 1.23 -0.5029
C 10.19 -1.27 0.73 -0.2617
C 7.85 -1.11 0.56 -0.2676
C 0.79 -2.13 0.14 -0.2203
C -2.55 0.33 1.63 0.6745
C 2.25 -2.20 0.56 -0.3935
C -5.43 1.47 -0.75 0.6530
C 8.92 -1.14 1.43 -0.1930
C 2.92 -0.81 -1.38 -0.3947
H 1.06 0.25 -1.63 0.1833
H 2.44 -0.05 0.58 0.2248
H 2.31 -2.34 1.64 0.2252
H 1.50 -0.82 -2.96 0.2441
H 0.34 -3.10 0.36 0.2107
H -1.02 0.89 2.76 0.4104
H -5.22 3.03 2.78 0.2260
H -6.18 3.07 1.28 0.2296
H 2.73 -3.06 0.08 0.2116
H -2.73 3.16 -0.08 0.4167
H -7.91 2.22 -1.59 0.2200
H -1.91 -2.65 -0.33 0.2919
H 3.47 0.08 -1.72 0.2308
H -4.42 -0.38 0.97 0.2760
H 8.82 -1.08 2.51 0.2382
H 3.41 -1.69 -1.82 0.2208
H -3.38 1.13 -0.72 0.2480
H -7.33 3.72 -2.35 0.2089
H -1.15 -4.02 -1.16 0.2619
H 10.86 -1.42 -1.33 0.2413
H -5.26 3.40 -1.33 0.4030
H -5.85 4.56 2.17 0.2523
H 0.30 -1.38 0.76 0.2098
H -4.54 0.97 2.08 0.2122
H -2.47 1.88 2.92 0.4007
H -6.97 2.14 -3.09 0.2098
H 11.15 -1.31 1.24 0.2291

| no. | HOMO level (eV) |
| --- | --- |
| 1 | -8.15 |
| 2 | -3.30 |
| 3 | -8.20 |
| 4 | -8.98 |